Record 1
Below is 20 unconnected molecules or ions with the total composition C50H146N6O26 in a non-equilibrium geometry, with properties calculated with wB97M-V/def2-TZVPD.

For the gap between HOMO and LUMO, the calculation gives 0.321 hartree. The value obtained for the total energy is -116374.206 eV. The calculation puts the max |F| at 2.8 eV Å⁻¹. Its net charge is 0.

Element x y z (Å)
C 17.70 17.67 5.36
O 18.47 17.26 4.25
C 19.22 16.05 4.43
C 19.87 15.55 3.12
N 20.90 16.50 2.70
C 20.97 16.57 1.21
C 22.15 17.48 0.84
O 21.87 18.82 1.34
C 22.96 19.72 1.14
H 17.21 18.61 5.14
H 18.37 17.86 6.21
H 16.98 16.88 5.55
H 18.57 15.25 4.78
H 20.05 16.17 5.13
H 19.11 15.45 2.34
H 20.33 14.56 3.20
H 20.54 17.37 3.07
H 20.06 17.07 0.89
H 21.15 15.60 0.76
H 22.38 17.52 -0.22
H 23.06 17.05 1.27
H 23.89 19.15 1.10
H 23.10 20.44 1.95
H 22.94 20.43 0.32
C 19.57 21.08 -6.02
O 18.14 21.15 -5.93
C 17.51 20.42 -4.90
C 15.96 20.37 -5.16
N 15.72 19.75 -6.51
C 14.38 20.11 -7.06
C 14.37 19.73 -8.56
O 15.50 20.30 -9.18
C 15.62 20.07 -10.55
H 20.04 21.35 -5.07
H 19.99 21.57 -6.90
H 19.76 20.02 -6.14
H 17.52 20.94 -3.95
H 17.92 19.41 -4.85
H 15.53 21.35 -4.94
H 15.60 19.66 -4.42
H 16.28 20.17 -7.24
H 14.07 21.15 -6.91
H 13.61 19.53 -6.55
H 13.45 20.13 -8.98
H 14.46 18.65 -8.60
H 16.26 20.85 -10.96
H 14.70 20.11 -11.13
H 16.02 19.07 -10.76
C 25.34 21.58 -5.46
O 25.39 20.73 -6.61
C 25.51 19.38 -6.29
C 25.47 18.51 -7.61
N 24.10 18.21 -8.00
C 24.03 17.40 -9.22
C 24.43 18.21 -10.44
O 23.93 19.54 -10.58
C 22.55 19.59 -10.67
H 25.58 22.59 -5.81
H 26.10 21.29 -4.74
H 24.35 21.64 -5.02
H 24.75 19.11 -5.56
H 26.44 19.27 -5.74
H 25.98 17.56 -7.47
H 25.96 19.09 -8.40
H 23.78 19.10 -8.34
H 22.99 17.16 -9.45
H 24.59 16.48 -9.03
H 24.13 17.63 -11.32
H 25.50 18.38 -10.58
H 22.28 20.63 -10.87
H 22.05 19.35 -9.74
H 22.25 19.03 -11.56
C 15.68 21.50 1.59
O 16.52 22.61 1.34
C 17.86 22.39 1.81
C 18.51 23.75 1.79
N 17.84 24.63 2.76
C 18.41 25.96 2.64
C 17.46 26.83 3.43
O 16.09 26.71 2.97
C 15.30 27.75 3.47
H 15.75 21.20 2.63
H 15.96 20.62 1.01
H 14.64 21.80 1.46
H 18.33 21.63 1.20
H 17.78 22.03 2.84
H 18.46 24.07 0.75
H 19.59 23.70 1.97
H 16.84 24.69 2.61
H 18.47 26.23 1.59
H 19.43 25.91 3.02
H 17.91 27.82 3.37
H 17.49 26.63 4.50
H 15.83 28.71 3.46
H 15.07 27.59 4.52
H 14.34 28.01 3.02
C 30.20 23.13 7.25
O 28.86 23.63 7.13
C 28.22 23.15 5.94
C 26.76 23.65 5.97
N 26.80 25.07 5.90
C 25.44 25.66 6.06
C 25.42 27.22 5.97
O 25.91 27.83 7.17
C 25.58 29.19 7.22
H 30.13 22.05 7.20
H 30.64 23.45 8.19
H 30.79 23.43 6.39
H 28.29 22.07 5.82
H 28.69 23.63 5.08
H 26.32 23.31 6.91
H 26.20 23.23 5.14
H 27.48 25.34 6.60
H 24.85 25.33 6.92
H 24.83 25.28 5.24
H 24.37 27.47 5.77
H 25.98 27.52 5.09
H 25.93 29.81 6.39
H 25.94 29.64 8.15
H 24.49 29.22 7.19
C 15.56 9.08 4.17
O 14.85 8.47 5.26
C 13.63 8.00 4.75
C 12.81 7.49 5.93
N 13.06 6.05 6.24
C 14.41 5.85 6.76
C 14.69 4.31 6.79
O 14.82 3.66 5.54
C 15.16 2.31 5.73
H 15.23 10.09 3.92
H 15.64 8.47 3.28
H 16.59 9.05 4.54
H 13.85 7.24 4.00
H 13.05 8.76 4.22
H 11.74 7.54 5.73
H 13.00 8.04 6.85
H 12.89 5.61 5.34
H 14.33 6.24 7.78
H 15.18 6.35 6.17
H 13.97 3.82 7.44
H 15.62 4.24 7.36
H 14.39 1.85 6.34
H 16.19 2.22 6.09
H 15.17 1.81 4.76
C 27.73 24.56 0.87
O 26.56 25.04 1.49
H 28.60 25.17 1.16
H 27.85 23.50 1.10
H 27.62 24.71 -0.20
H 26.68 24.90 2.43
C 18.00 11.80 -1.22
O 18.92 11.28 -0.31
H 18.30 11.50 -2.23
H 16.99 11.43 -1.03
H 17.97 12.89 -1.25
H 19.28 10.43 -0.57
C 24.24 11.69 2.03
O 25.31 10.94 1.55
H 24.51 12.68 2.39
H 23.43 11.80 1.30
H 23.80 11.12 2.85
H 25.27 11.12 0.61
C 24.61 17.74 5.10
O 24.24 16.39 5.03
H 25.34 17.89 5.90
H 25.08 18.06 4.17
H 23.75 18.37 5.33
H 23.55 16.39 4.37
C 14.51 23.85 4.88
O 13.95 24.35 3.64
H 15.05 24.66 5.37
H 13.72 23.54 5.57
H 15.21 23.08 4.55
H 14.27 25.24 3.48
C 26.85 12.89 -3.34
O 26.00 13.56 -2.42
H 26.32 12.49 -4.21
H 27.57 13.62 -3.69
H 27.37 12.10 -2.80
H 25.22 13.88 -2.87
C 16.28 15.77 11.40
O 16.45 14.36 11.22
H 15.21 15.95 11.28
H 16.56 16.23 12.35
H 16.85 16.32 10.65
H 16.11 14.17 10.34
C 28.86 18.03 -0.09
O 28.84 18.02 1.30
H 28.45 18.96 -0.47
H 29.82 17.81 -0.56
H 28.18 17.27 -0.49
H 29.27 17.25 1.66
C 13.52 13.48 7.14
O 14.80 12.93 7.49
H 12.67 12.85 7.39
H 13.29 14.42 7.64
H 13.46 13.56 6.05
H 15.00 12.19 6.91
C 16.42 22.61 9.90
O 16.80 21.33 10.40
H 15.77 22.49 9.03
H 15.93 23.18 10.69
H 17.33 23.18 9.68
H 16.80 21.34 11.36
C 11.06 18.70 6.38
O 10.44 17.56 5.89
H 11.93 18.94 5.75
H 10.41 19.57 6.42
H 11.36 18.56 7.41
H 9.90 17.75 5.11
C 21.16 14.65 -4.85
O 22.55 15.00 -4.82
H 20.94 13.78 -4.24
H 20.58 15.53 -4.56
H 20.98 14.33 -5.87
H 22.79 15.53 -5.59
C 23.16 12.37 9.01
O 23.29 13.03 10.20
H 23.96 12.57 8.31
H 23.18 11.28 9.14
H 22.24 12.65 8.50
H 24.21 13.01 10.48
C 20.76 21.96 5.84
O 20.36 23.34 6.01
H 21.55 21.69 6.54
H 19.94 21.25 6.01
H 21.20 21.83 4.86
H 19.73 23.55 5.31

=====

Record 2
Below is a molecular structure, C50H27Cl4F12N5O5S2Y in a non-equilibrium geometry, with properties calculated with wB97M-V/def2-TZVPD.

Its energy relative to the best compared isomer or geometry (same formula, charge and spin) is 9.52 kcal per mole. For the gap between HOMO and LUMO, the calculation gives 0.199 hartree. The value obtained for the total energy is -175396.646 eV. The calculation puts the max |F| at 3.1 eV Å⁻¹. Its net charge is -1.

Element x y z (Å)
Y 0.22 0.06 -0.37
Cl 5.86 -6.92 3.21
C 4.72 -5.65 2.90
C 4.40 -4.75 3.93
C 3.42 -3.80 3.71
C 2.78 -3.66 2.44
C 3.14 -4.57 1.41
C 4.08 -5.55 1.66
C 1.84 -2.50 2.14
C 2.24 -1.13 2.26
C 3.51 -0.73 2.83
C 3.60 0.64 2.74
C 2.38 1.11 2.11
C 2.17 2.51 1.92
C 3.20 3.53 2.34
C 2.89 4.50 3.33
C 3.83 5.42 3.77
C 5.11 5.44 3.18
Cl 6.22 6.68 3.71
C 5.44 4.47 2.23
C 4.48 3.59 1.77
C 0.94 2.96 1.24
N -0.18 2.23 0.87
C -1.17 3.14 0.50
C -2.54 2.85 0.09
C -3.37 4.01 -0.42
C -2.91 4.78 -1.52
C -3.64 5.82 -2.05
C -4.90 6.12 -1.53
Cl -5.76 7.47 -2.23
C -5.43 5.34 -0.47
C -4.65 4.35 0.11
C -3.03 1.50 0.13
C -4.42 1.14 -0.02
C -4.52 -0.22 0.10
C -3.19 -0.75 0.33
N -2.29 0.31 0.30
C -2.93 -2.14 0.52
C -1.59 -2.60 0.83
C -1.28 -4.01 1.02
C 0.03 -4.09 1.44
C 0.54 -2.75 1.57
N -0.43 -1.87 1.09
C -4.03 -3.16 0.29
C -5.29 -3.07 0.94
C -6.32 -3.98 0.67
C -6.04 -5.06 -0.16
Cl -7.22 -6.35 -0.24
C -4.84 -5.13 -0.91
C -3.84 -4.22 -0.66
C -0.61 4.47 0.54
C 0.67 4.34 1.02
N 1.61 0.00 1.78
H 5.00 -4.87 4.86
H 3.08 -3.15 4.53
H 2.67 -4.43 0.43
H 4.32 -6.28 0.89
H 4.25 -1.39 3.27
H 4.38 1.30 3.09
H 1.88 4.48 3.75
H 3.58 6.17 4.54
H 6.44 4.50 1.82
H 4.73 2.87 0.99
H -1.91 4.56 -1.96
H -3.23 6.49 -2.81
H -6.45 5.58 -0.14
H -5.05 3.80 0.96
H -5.24 1.81 -0.17
H -5.42 -0.79 0.05
H -1.94 -4.82 0.79
H 0.53 -5.00 1.73
H -5.48 -2.25 1.64
H -7.32 -3.90 1.08
H -4.71 -5.99 -1.58
H -2.91 -4.28 -1.23
H -1.16 5.37 0.34
H 1.32 5.17 1.20
F -3.25 2.05 -3.02
C -2.44 2.16 -4.08
F -2.94 1.46 -5.15
F -2.36 3.48 -4.42
S -0.69 1.34 -3.65
O -0.44 1.60 -2.21
O 0.13 1.95 -4.66
N -0.91 -0.18 -4.03
S -1.65 -1.23 -3.02
O -0.77 -1.52 -1.84
O -3.10 -1.12 -2.85
C -1.55 -2.84 -4.17
F -2.48 -2.81 -5.14
F -1.71 -3.94 -3.39
F -0.33 -2.92 -4.75
C 4.60 -0.87 -1.06
C 3.26 -0.65 -1.85
O 2.18 -0.04 -1.20
C 2.81 -2.12 -2.31
F 3.86 -2.96 -2.55
F 2.08 -2.68 -1.25
F 1.97 -2.15 -3.38
C 3.57 0.20 -3.16
F 4.13 1.39 -2.71
F 4.55 -0.34 -4.01
F 2.49 0.46 -3.89
H 4.40 -1.47 -0.16
H 5.03 0.10 -0.81
H 5.31 -1.38 -1.73

=====

Record 3
Below is a molecular structure, C50H30BrCl4I2N5W in a non-equilibrium geometry, with properties calculated with wB97M-V/def2-TZVPD.

Its energy relative to the best compared isomer or geometry (same formula, charge and spin) is 0.00 kcal per mole. For the gap between HOMO and LUMO (alpha / beta), the calculation gives 0.182 / 0.182 hartree. The value obtained for the total energy is -197931.568 eV. The calculation puts the max |F| at 1.4 eV Å⁻¹. Its net charge is +2.

Element x y z (Å)
W 0.29 -0.71 -0.35
Cl 6.86 -2.30 6.28
C 5.62 -2.01 5.12
C 5.46 -0.73 4.59
C 4.47 -0.51 3.66
C 3.62 -1.54 3.26
C 3.79 -2.81 3.80
C 4.79 -3.05 4.73
C 2.57 -1.25 2.25
C 2.99 -0.86 0.93
C 4.24 -0.95 0.31
C 4.36 -0.86 -1.07
C 3.28 -0.73 -1.92
C 2.65 0.22 -2.59
C 3.00 1.68 -2.55
C 3.60 2.24 -1.42
C 3.87 3.59 -1.35
C 3.53 4.41 -2.43
Cl 3.85 6.11 -2.34
C 2.95 3.88 -3.57
C 2.68 2.52 -3.62
C 1.30 -0.04 -3.16
N 0.19 -0.12 -2.33
C -0.92 -0.10 -3.16
C -2.23 0.07 -2.70
C -3.27 0.31 -3.73
C -3.88 1.56 -3.73
C -4.81 1.87 -4.71
C -5.15 0.90 -5.65
Cl -6.33 1.27 -6.86
C -4.58 -0.36 -5.62
C -3.62 -0.66 -4.66
C -2.64 0.05 -1.36
C -4.00 0.04 -0.96
C -4.04 -0.31 0.37
C -2.70 -0.51 0.78
N -1.84 -0.25 -0.24
C -2.31 -1.01 2.07
C -1.04 -1.32 2.43
C -0.63 -1.70 3.78
C 0.70 -1.73 3.83
C 1.23 -1.38 2.53
N 0.12 -1.18 1.65
C -3.40 -1.23 3.05
C -4.14 -0.15 3.54
C -5.15 -0.35 4.47
C -5.43 -1.64 4.89
Cl -6.69 -1.90 6.04
C -4.71 -2.73 4.41
C -3.70 -2.51 3.49
C -0.49 -0.06 -4.50
C 0.90 -0.06 -4.49
N 1.91 -0.51 0.20
H 6.12 0.06 4.92
H 4.34 0.48 3.23
H 3.14 -3.62 3.49
H 4.93 -4.03 5.15
H 5.08 -1.25 0.94
H 5.33 -1.07 -1.51
H 3.87 1.61 -0.59
H 4.34 4.02 -0.48
H 2.72 4.52 -4.41
H 2.23 2.12 -4.51
H -3.61 2.28 -2.97
H -5.28 2.84 -4.74
H -4.89 -1.11 -6.34
H -3.21 -1.66 -4.60
H -4.84 0.22 -1.61
H -4.91 -0.47 0.98
H -1.32 -1.85 4.60
H 1.32 -1.93 4.70
H -3.91 0.86 3.21
H -5.71 0.48 4.86
H -4.95 -3.73 4.75
H -3.14 -3.36 3.11
H -1.11 0.00 -5.38
H 1.55 -0.02 -5.35
I 1.84 -2.83 -1.63
C 0.27 -4.42 -1.27
I -1.35 -3.22 -0.72
H 0.52 -5.08 -0.45
H 0.04 -4.93 -2.19
Br 0.42 6.03 0.96
C 0.35 4.22 0.55
C 0.04 3.79 -0.73
C 0.01 2.44 -1.00
N 0.26 1.51 -0.06
C 0.55 1.93 1.19
C 0.60 3.26 1.53
H -0.16 4.50 -1.52
H -0.21 2.09 -1.99
H 0.76 1.17 1.92
H 0.84 3.55 2.55